The following is a DFT calculation (the ωB97M-V functional and the def2-TZVPD basis) of C65H67N3P2ReS as an isolated structure at a distorted geometry.

Output
Expectation value of S² ... 3.797
2S+1 ... 4
Maximum force ... 0.03180 hartree/bohr
Calculated total energy ... -3839.86663 Eh
LUMO (alpha / beta) ... -5.76 / -6.96 eV
E_HOMO (alpha / beta) ... -12.44 / -12.44 eV
Charge ... +2

```
139
Properties=species:S:1:pos:R:3:forces:R:3
Re -0.314 -0.119 0.396 1.0 -0.6 0.4
C -3.115 5.944 0.593 -0.1 -0.2 -0.1
C -2.816 4.455 0.773 -0.2 0.0 0.1
C -2.829 4.131 2.276 -0.1 0.0 -0.2
C -1.524 3.961 0.143 0.1 -1.0 0.4
C -0.716 4.951 -0.534 0.3 0.4 -0.5
C 0.222 4.944 -1.502 -0.4 0.2 0.1
C 0.933 3.945 -2.377 0.0 0.1 0.0
C 0.464 2.491 -2.207 -0.1 -0.1 -0.1
C 1.141 1.450 -3.184 0.3 -0.2 -0.1
C 1.922 2.070 -4.346 -0.1 -0.1 0.0
C 1.990 0.347 -2.547 -0.2 0.1 -0.1
C -1.085 2.673 0.224 1.0 1.1 -0.4
N -1.678 1.436 0.526 -0.9 -0.8 0.7
C -2.968 1.271 0.697 -0.2 -0.1 -0.1
C -3.720 0.080 0.644 0.2 -0.6 0.0
C -5.119 0.264 0.789 -0.1 -0.1 0.0
C -6.015 -0.753 0.637 0.0 0.1 0.0
C -5.533 -2.022 0.295 -0.1 0.4 0.1
C -4.192 -2.250 0.159 0.6 0.0 0.0
C -3.210 -1.240 0.367 -1.6 0.5 0.1
N -1.891 -1.497 0.290 1.4 0.6 0.0
C -1.486 -2.892 0.114 0.2 -0.4 -0.1
C 0.246 -4.266 1.404 0.2 -0.4 0.0
C 1.499 -5.043 1.104 0.1 -0.1 -0.3
C 0.618 -5.059 -0.860 -0.2 -0.2 0.0
C -0.297 -4.213 -1.684 -0.2 0.1 -0.2
C -1.237 -3.328 -1.352 -0.1 -0.2 0.0
C -2.029 -2.657 -2.457 0.0 0.0 -0.2
C -2.911 -3.651 -3.216 -0.1 0.2 0.1
C -1.078 -1.946 -3.430 -0.2 0.1 0.1
C -0.173 -4.236 2.880 -0.1 0.2 0.0
C -1.675 -4.135 3.124 0.2 -0.2 0.0
C 0.555 -3.080 3.573 0.0 -0.3 0.0
H -4.091 6.161 1.018 -0.1 0.0 0.1
H -3.153 6.223 -0.458 0.1 0.1 -0.1
H -2.391 6.559 1.122 0.1 0.1 -0.1
H -3.636 3.926 0.270 0.0 0.0 0.0
H -2.121 4.778 2.786 0.1 0.0 0.1
H -2.553 3.101 2.491 0.0 0.0 0.1
H -3.814 4.319 2.697 -0.1 0.0 0.0
H -0.988 5.955 -0.248 0.2 0.1 0.1
H 0.554 5.944 -1.759 -0.1 0.0 0.1
H 0.656 4.231 -3.399 -0.1 -0.1 0.0
H 0.299 0.939 -3.660 0.1 0.0 0.2
H 2.855 2.525 -4.035 0.0 0.0 -0.1
H 1.326 2.807 -4.877 0.0 0.1 -0.1
H 2.156 1.278 -5.053 0.0 -0.1 -0.1
H 3.000 0.667 -2.318 0.2 0.1 0.1
H 2.080 -0.468 -3.261 0.0 -0.2 0.0
H 1.534 -0.051 -1.635 0.1 -0.2 0.0
H -3.580 2.153 0.814 0.1 0.1 0.0
H -5.482 1.256 1.014 0.0 0.1 0.0
H -7.072 -0.577 0.744 -0.1 0.0 0.0
H -6.228 -2.828 0.122 -0.1 -0.1 0.0
H -3.887 -3.240 -0.132 0.0 -0.1 0.0
H 2.111 -5.478 1.878 -0.1 0.0 0.2
H 0.834 -5.943 -1.463 0.1 0.1 0.1
H -0.204 -4.418 -2.742 0.0 0.1 -0.2
H -2.684 -1.903 -2.013 0.1 0.0 0.0
H -2.307 -4.378 -3.754 0.1 -0.1 0.0
H -3.523 -3.119 -3.942 0.0 0.0 -0.1
H -3.578 -4.188 -2.546 -0.1 -0.1 0.1
H -0.594 -2.648 -4.102 0.0 -0.2 -0.1
H -0.293 -1.428 -2.884 0.1 0.1 0.0
H -1.625 -1.224 -4.034 0.0 0.1 -0.1
H 0.170 -5.177 3.321 0.0 0.0 -0.1
H -2.060 -3.157 2.840 -0.1 0.1 -0.1
H -1.874 -4.264 4.184 0.0 0.0 0.1
H -2.217 -4.915 2.595 -0.1 0.0 -0.1
H 0.202 -2.114 3.204 0.0 0.1 0.0
H 1.628 -3.145 3.405 0.1 0.1 0.0
H 0.378 -3.113 4.644 0.0 0.0 0.1
S 3.896 -0.889 2.166 -0.6 0.2 -0.2
C 3.209 0.457 2.991 -0.1 -0.3 -0.2
C 1.987 0.812 2.506 0.1 0.2 0.4
C 1.538 -0.022 1.456 -0.2 -0.6 -0.5
C 2.492 -1.010 1.173 0.0 0.5 0.3
C 2.039 -2.169 0.455 0.9 -0.6 -0.5
C 2.660 -3.258 -0.045 -0.3 0.9 0.1
C 2.026 -4.594 -0.258 0.2 -0.2 0.3
C 0.178 -5.496 0.542 -0.1 0.0 -0.1
C -0.112 -3.039 0.665 -0.2 0.4 0.1
N 0.642 -2.050 0.347 -0.7 0.1 0.2
H 3.748 0.897 3.807 0.1 0.2 0.1
H 1.416 1.630 2.914 0.0 0.0 0.1
H 3.739 -3.250 -0.083 0.2 0.1 0.1
H 2.782 -5.263 -0.667 -0.1 0.0 0.1
H -0.408 -6.375 0.751 -0.1 -0.1 0.2
H -2.171 -3.588 0.596 0.0 0.2 0.1
C 1.806 3.216 0.506 0.0 -0.2 0.2
P 0.557 2.117 -0.323 -0.6 1.1 0.2
C 2.428 4.276 -2.310 0.2 0.0 -0.1
C 3.394 3.404 -1.821 0.0 0.1 -0.3
C 4.718 3.784 -1.706 0.0 -0.1 0.0
C 5.109 5.057 -2.078 0.0 0.1 0.0
C 4.165 5.934 -2.585 0.1 0.0 0.0
C 2.843 5.542 -2.716 0.0 -0.1 0.0
C -1.043 2.404 -2.517 -0.2 -0.1 -0.1
C -1.698 1.184 -2.336 0.0 0.1 -0.1
C -3.040 1.019 -2.624 0.0 -0.1 0.0
C -3.776 2.076 -3.130 0.0 0.1 0.1
C -3.144 3.283 -3.349 0.0 0.0 0.0
C -1.799 3.443 -3.052 0.2 0.0 -0.1
P 1.630 4.083 2.191 -0.4 0.1 -0.1
C 3.420 4.471 2.414 0.0 -0.1 0.0
C 3.794 5.759 2.805 0.0 -0.1 0.0
C 5.129 6.119 2.848 0.1 0.0 0.1
C 6.114 5.182 2.581 0.0 0.0 0.0
C 5.753 3.875 2.294 0.2 0.0 0.1
C 4.419 3.522 2.212 -0.1 0.1 0.0
C 1.159 5.778 1.657 0.1 -0.2 0.2
C 1.849 6.449 0.648 -0.2 0.1 0.2
C 1.523 7.756 0.343 0.2 -0.1 -0.2
C 0.530 8.416 1.052 -0.2 0.0 0.1
C -0.127 7.768 2.084 0.0 0.2 0.0
C 0.194 6.455 2.388 0.1 -0.3 -0.1
H 1.989 4.042 -0.179 0.1 -0.4 0.2
H 2.714 2.621 0.590 0.0 0.1 -0.1
H 3.111 2.410 -1.517 0.0 0.0 0.0
H 5.443 3.086 -1.316 0.1 -0.1 0.0
H 6.140 5.357 -1.982 0.1 0.1 0.0
H 4.456 6.931 -2.880 0.0 0.1 -0.1
H 2.135 6.239 -3.142 -0.1 0.1 0.0
H -1.139 0.325 -1.967 0.0 0.0 -0.2
H -3.523 0.064 -2.475 0.0 -0.1 0.0
H -4.823 1.958 -3.358 -0.1 -0.1 -0.1
H -3.688 4.114 -3.769 -0.1 0.1 -0.1
H -1.370 4.409 -3.252 0.1 0.1 0.0
H 3.047 6.497 3.056 0.0 0.1 -0.1
H 5.400 7.137 3.085 0.0 0.0 0.1
H 7.155 5.465 2.608 0.1 0.0 0.0
H 6.514 3.128 2.127 0.1 -0.1 0.0
H 4.160 2.498 1.991 0.0 0.0 -0.1
H 2.660 5.970 0.116 0.1 -0.1 -0.1
H 2.065 8.260 -0.443 0.0 0.1 -0.1
H 0.282 9.438 0.815 0.0 0.1 0.0
H -0.878 8.284 2.663 -0.1 0.1 0.0
H -0.296 5.959 3.213 -0.1 -0.1 0.1
```
Positions in Å, forces in eV/Å.


The following is a DFT calculation (the ωB97M-V functional and the def2-TZVPD basis) of a 8-piece molecular cluster, C65H85I2N4O overall at a distorted geometry.

Output
Maximum force ... 0.06399 hartree/bohr
Calculated total energy ... -3417.12355 Eh
LUMO ... -3.87 eV
E_HOMO ... -10.33 eV
Charge ... +1

```
157
Properties=species:S:1:pos:R:3:forces:R:3
C 7.931 5.973 2.131 -0.7 0.1 -0.1
C 6.825 5.694 1.040 0.6 -0.4 0.8
C 7.227 4.524 0.053 -1.6 1.0 0.2
C 5.973 3.590 -0.132 1.7 1.0 -0.2
N 5.966 2.683 1.034 -1.5 0.0 -0.1
C 4.855 1.810 1.071 -2.1 0.8 -1.7
C 3.696 2.074 0.285 0.8 -2.2 2.1
C 2.677 1.084 0.445 0.2 1.9 -1.4
N 1.464 1.229 -0.273 1.1 -0.5 -0.1
N 2.827 0.040 1.242 -2.0 -2.0 -0.7
C 1.676 -0.910 1.375 -0.9 0.1 1.3
C 0.631 -0.230 2.337 -0.1 0.2 -0.5
C -0.138 -1.241 3.231 0.2 1.2 0.7
C -1.409 -0.576 3.857 -0.5 -0.9 -0.3
C -2.600 -0.464 2.859 -0.1 0.1 0.9
C -3.760 0.441 3.367 -0.7 -0.1 -0.9
C -4.917 0.356 2.302 0.8 -0.5 -0.2
C -4.518 1.062 0.959 -1.0 0.4 -0.1
C -5.404 2.312 0.612 0.5 -0.1 0.7
C -5.637 3.230 1.851 -0.4 0.7 -0.7
C -6.323 4.594 1.431 -0.2 -1.5 0.4
O -5.696 5.225 0.326 0.3 0.4 0.8
C -4.352 5.598 0.646 -0.3 0.0 0.1
N 3.886 -0.297 1.966 0.5 2.1 -0.9
C 4.838 0.591 1.847 2.5 0.2 2.1
C 6.092 0.270 2.708 0.0 -0.5 -0.7
I 6.465 1.848 4.185 -0.3 -0.5 -0.2
C 7.366 -0.117 1.855 0.6 0.5 0.9
C 8.549 0.896 1.881 0.2 -0.5 -0.7
I 6.843 -0.731 -0.179 0.0 0.2 0.6
H 7.588 5.611 3.123 0.2 0.1 -0.5
H 8.869 5.436 1.893 -0.3 0.6 0.1
H 8.068 7.064 2.230 0.4 -0.6 0.0
H 5.898 5.444 1.609 0.4 0.0 -0.5
H 6.580 6.619 0.481 0.2 -0.6 0.2
H 8.097 3.971 0.443 -0.4 0.1 -0.4
H 7.433 5.025 -0.914 0.3 -0.7 0.4
H 5.108 4.291 -0.157 0.3 -0.7 -0.2
H 6.103 3.038 -1.081 -0.4 -0.1 0.6
H 5.835 3.303 1.845 0.7 -0.5 0.1
H 3.528 2.932 -0.368 0.2 -0.4 0.3
H 1.458 0.525 -1.020 -0.5 0.1 0.3
H 1.451 2.133 -0.742 0.0 -0.2 0.2
H 2.000 -1.834 1.890 0.4 0.6 -0.5
H 1.253 -1.184 0.396 0.3 0.2 0.4
H -0.062 0.402 1.744 0.3 -0.5 0.3
H 1.191 0.486 2.980 -0.3 -0.5 -0.2
H -0.381 -2.163 2.674 0.0 0.4 0.4
H 0.520 -1.467 4.100 -0.2 -0.3 -0.7
H -1.191 0.400 4.332 0.2 -0.4 -0.4
H -1.746 -1.250 4.675 0.2 0.5 -0.3
H -3.042 -1.477 2.740 0.4 0.5 -0.2
H -2.254 -0.123 1.862 -0.2 -0.1 0.5
H -3.463 1.506 3.475 0.1 -0.6 0.0
H -4.173 0.102 4.337 0.5 0.0 -0.3
H -5.888 0.706 2.693 0.5 0.0 -0.2
H -5.046 -0.727 2.081 -0.1 0.6 0.2
H -4.659 0.341 0.127 0.4 0.4 0.4
H -3.462 1.407 0.974 -0.5 -0.4 0.1
H -6.361 1.973 0.168 0.4 0.3 0.3
H -4.872 2.916 -0.148 -0.4 -0.4 0.2
H -6.309 2.753 2.594 0.4 0.2 -0.3
H -4.673 3.454 2.357 -0.4 -0.2 -0.3
H -6.369 5.233 2.342 0.1 0.0 -0.6
H -7.360 4.360 1.114 0.5 0.3 0.1
H -4.110 6.538 0.117 -0.1 -0.6 0.0
H -3.685 4.762 0.351 0.0 0.6 0.2
H -4.258 5.803 1.736 0.1 -0.2 -0.6
H 5.883 -0.600 3.357 -0.3 0.6 -0.5
H 7.783 -1.044 2.295 -0.5 0.4 -0.4
H 9.110 0.762 2.827 -0.4 0.2 -0.5
H 8.253 1.947 1.759 0.0 -0.5 0.1
H 9.239 0.638 1.048 -0.3 0.2 0.6
C 11.645 10.330 -0.196 0.0 0.0 0.0
C 12.512 9.835 0.769 0.0 0.0 0.0
C 12.344 8.548 1.261 0.0 0.0 0.0
C 11.312 7.751 0.782 0.0 0.0 0.0
C 10.446 8.244 -0.186 0.0 0.0 0.0
C 10.610 9.535 -0.672 0.0 0.0 0.0
H 11.774 11.335 -0.578 0.0 0.0 0.0
H 13.320 10.455 1.138 0.0 0.0 0.0
H 13.017 8.165 2.019 0.0 0.0 0.0
H 11.184 6.745 1.163 0.0 0.0 0.0
H 9.642 7.622 -0.562 0.0 0.0 0.0
H 9.932 9.922 -1.423 0.0 0.0 0.0
C -10.808 1.469 3.113 0.0 0.0 0.0
C -11.420 1.278 4.344 0.0 0.0 0.0
C -10.952 1.952 5.465 0.0 0.0 0.0
C -9.877 2.823 5.352 0.1 0.0 0.0
C -9.263 3.017 4.121 0.0 -0.1 -0.1
C -9.729 2.337 3.002 0.0 0.0 0.0
H -11.171 0.943 2.239 0.0 0.0 0.0
H -12.264 0.604 4.431 0.0 0.0 0.0
H -11.427 1.798 6.426 0.0 0.0 0.0
H -9.515 3.351 6.227 0.0 0.0 0.0
H -8.424 3.697 4.025 0.0 0.0 0.0
H -9.251 2.485 2.041 0.0 0.0 0.0
C -3.068 -2.851 -0.520 0.0 0.0 0.0
C -2.202 -3.318 0.460 0.0 -0.1 -0.1
C -2.305 -4.626 0.916 0.0 0.0 0.0
C -3.270 -5.471 0.384 0.0 0.0 0.0
C -4.134 -5.006 -0.599 0.0 0.0 0.0
C -4.036 -3.695 -1.048 0.0 0.0 0.0
H -2.989 -1.829 -0.872 0.0 0.0 0.0
H -1.446 -2.660 0.871 0.0 0.0 0.0
H -1.634 -4.987 1.686 0.0 0.0 0.0
H -3.349 -6.493 0.735 0.0 0.0 0.0
H -4.885 -5.666 -1.015 0.0 0.0 0.0
H -4.714 -3.331 -1.811 0.0 0.0 0.0
C 1.419 -1.797 -5.573 0.0 0.0 0.0
C 0.867 -1.946 -4.307 -0.1 0.0 0.0
C 1.424 -1.278 -3.225 0.1 0.1 0.0
C 2.529 -0.455 -3.411 -0.1 -0.1 0.0
C 3.078 -0.304 -4.677 0.1 0.1 0.0
C 2.526 -0.978 -5.757 0.0 0.0 0.0
H 0.986 -2.320 -6.416 0.0 0.0 0.0
H 0.002 -2.582 -4.164 0.0 0.0 0.0
H 0.996 -1.401 -2.236 0.0 -0.1 0.0
H 2.963 0.071 -2.565 0.1 0.0 -0.1
H 3.938 0.339 -4.822 0.0 0.0 0.0
H 2.957 -0.865 -6.744 0.0 0.0 0.0
C -10.253 -5.924 0.284 0.0 0.0 0.0
C -9.150 -5.081 0.252 0.0 0.0 0.0
C -8.010 -5.454 -0.447 0.0 0.0 0.0
C -7.976 -6.666 -1.124 0.0 0.0 0.0
C -9.080 -7.509 -1.095 0.0 0.0 0.0
C -10.217 -7.140 -0.388 0.0 0.0 0.0
H -11.141 -5.635 0.832 0.0 0.0 0.0
H -9.180 -4.132 0.775 0.0 0.0 0.0
H -7.147 -4.798 -0.466 0.0 0.0 0.0
H -7.087 -6.956 -1.674 0.0 0.0 0.0
H -9.054 -8.454 -1.624 0.0 0.0 0.0
H -11.076 -7.799 -0.361 0.0 0.0 0.0
C -9.193 -9.327 -4.565 0.0 0.0 0.0
C -8.089 -8.483 -4.597 0.0 0.0 0.0
C -6.949 -8.856 -5.296 0.0 0.0 0.0
C -6.915 -10.069 -5.973 0.0 0.0 0.0
C -8.019 -10.911 -5.944 0.0 0.0 0.0
C -9.157 -10.542 -5.237 0.0 0.0 0.0
H -10.081 -9.037 -4.017 0.0 0.0 0.0
H -8.119 -7.534 -4.075 0.0 0.0 0.0
H -6.086 -8.201 -5.316 0.0 0.0 0.0
H -6.028 -10.358 -6.522 0.0 0.0 0.0
H -7.993 -11.856 -6.472 0.0 0.0 0.0
H -10.016 -11.201 -5.211 0.0 0.0 0.0
C 10.271 -2.225 -5.164 0.0 0.0 0.0
C 8.969 -2.441 -4.729 0.0 0.0 0.0
C 8.518 -1.840 -3.562 0.0 0.1 0.0
C 9.365 -1.014 -2.833 0.1 0.0 0.0
C 10.666 -0.795 -3.270 0.0 0.0 0.0
C 11.120 -1.404 -4.433 0.0 0.0 0.0
H 10.624 -2.696 -6.072 0.0 0.0 0.0
H 8.307 -3.079 -5.301 0.0 0.0 0.0
H 7.504 -2.014 -3.220 0.0 0.0 0.0
H 9.009 -0.543 -1.924 0.2 0.0 -0.2
H 11.326 -0.151 -2.702 0.0 0.0 0.0
H 12.135 -1.237 -4.770 0.0 0.0 0.0
```
Positions in Å, forces in eV/Å.